# C39H56F5N6O9P2S2

A 3-piece molecular cluster, C39H56F5N6O9P2S2 overall at a distorted geometry (ωB97M-V with the def2-TZVPD basis set, OMol25).

## Properties
Multiplicity: 1
E in eV: -122546.465
Lowest unoccupied orbital energy in eV: -3.3
Total charge: +1
Frontier orbital gap in eV: 6.8
E_HOMO in eV: -10.0842

Atoms and positions in Å:
N -0.176 1.043 -2.556
C 0.457 1.886 -3.543
C 0.717 3.355 -3.149
C -0.519 4.305 -3.032
F -0.719 4.965 -4.216
F -0.261 5.303 -2.122
C -1.854 3.682 -2.662
C -2.518 4.091 -1.505
C -3.758 3.581 -1.150
C -4.390 2.622 -1.930
C -3.735 2.213 -3.089
C -4.400 1.165 -3.955
F -3.551 0.657 -4.869
F -4.795 0.122 -3.211
F -5.447 1.676 -4.609
C -2.512 2.742 -3.451
N 1.675 4.177 -3.929
C 1.907 3.985 -5.361
C 1.644 5.068 -6.184
C 1.900 4.915 -7.549
C 2.392 3.668 -7.909
C 2.654 2.657 -7.001
N 2.407 2.822 -5.702
C 2.411 5.007 -3.211
N 3.091 6.087 -3.656
N 2.401 4.569 -1.901
C 1.578 3.337 -1.825
C 0.809 3.215 -0.477
C 1.422 3.959 0.722
C 0.470 3.701 1.929
S 1.187 2.439 3.031
C 0.051 1.051 2.728
S -1.342 1.058 3.574
N 0.397 0.092 1.770
C -0.170 -1.215 2.200
C 0.501 -2.409 1.456
O 0.966 -1.926 0.209
C 2.067 -1.074 0.439
C 1.854 -0.109 1.651
C 2.661 2.225 -1.683
C 3.891 2.257 -2.638
C 4.385 0.832 -2.806
C 5.403 0.333 -2.000
C 5.843 -0.981 -2.110
C 5.280 -1.853 -3.035
C 4.272 -1.349 -3.854
C 3.836 -0.038 -3.749
H -0.733 1.499 -1.854
H 0.398 0.299 -2.195
H 1.373 1.403 -3.878
H -0.181 1.900 -4.440
H -2.103 4.841 -0.841
H -4.282 3.924 -0.265
H -5.362 2.212 -1.686
H -2.084 2.395 -4.384
H 1.253 5.995 -5.787
H 1.719 5.708 -8.261
H 2.582 3.474 -8.961
H 3.041 1.711 -7.361
H 2.685 7.005 -3.723
H 4.064 6.006 -3.905
H 1.998 5.384 -1.429
H -0.246 3.479 -0.545
H 0.840 2.148 -0.227
H 2.415 3.585 0.970
H 1.419 5.041 0.551
H -0.460 3.275 1.543
H 0.196 4.622 2.445
H 0.021 -1.399 3.269
H -1.228 -1.271 1.955
H 1.371 -2.764 2.025
H -0.233 -3.203 1.341
H 3.000 -1.642 0.554
H 2.133 -0.451 -0.460
H 2.248 -0.586 2.558
H 2.401 0.794 1.394
H 3.066 2.347 -0.674
H 2.255 1.215 -1.708
H 4.712 2.785 -2.140
H 3.736 2.757 -3.593
H 5.897 0.951 -1.253
H 6.641 -1.361 -1.478
H 5.619 -2.877 -3.125
H 3.832 -2.037 -4.570
H 3.042 0.288 -4.417
C 0.571 -8.140 4.197
O -0.113 -7.441 5.233
P -0.270 -5.796 5.146
O 0.407 -5.584 3.816
O 0.715 -5.529 6.410
C 1.372 -6.535 7.180
O -0.839 -4.201 5.232
C 0.136 -3.182 5.370
H 0.582 -9.192 4.486
H 0.053 -8.045 3.246
H 1.594 -7.781 4.111
H 2.181 -6.992 6.610
H 0.676 -7.291 7.530
H 1.808 -6.042 8.048
H 0.921 -3.282 4.618
H 0.573 -3.183 6.367
H -0.369 -2.225 5.232
C -6.466 -2.082 6.065
O -5.907 -2.426 4.799
P -6.372 -3.830 4.078
O -7.411 -4.348 5.014
O -4.911 -4.525 4.267
C -3.802 -3.961 4.961
O -6.686 -4.725 2.734
C -6.444 -6.128 2.792
H -5.995 -1.147 6.372
H -7.540 -1.926 5.995
H -6.241 -2.852 6.800
H -3.968 -3.966 6.040
H -3.586 -2.956 4.610
H -2.923 -4.573 4.762
H -6.926 -6.568 3.665
H -5.378 -6.342 2.800
H -6.872 -6.560 1.889

---

# C39H57Cl18N3O3S

C39H57Cl18N3O3S as an isolated structure at a distorted geometry (ωB97M-V with the def2-TZVPD basis set, OMol25).

## Properties
Multiplicity: 1
E in eV: -288217.400
Lowest unoccupied orbital energy in eV: -0.7
Total charge: 0
Frontier orbital gap in eV: 8.0
E_HOMO in eV: -8.6455

Atoms and positions in Å:
C -4.615 -5.514 -6.087
C -4.221 -4.375 -6.198
C -3.625 -2.970 -6.237
C -2.511 -2.937 -5.154
C -1.197 -3.232 -5.494
C -0.071 -3.258 -4.510
O 1.218 -3.560 -4.933
C 1.585 -2.578 -5.928
C 3.110 -2.632 -6.307
C 3.259 -1.964 -7.725
O 3.812 -1.780 -5.402
C -0.314 -2.980 -3.165
C 0.738 -3.014 -2.041
C 1.841 -1.901 -2.134
C 2.843 -2.137 -0.948
O 3.985 -2.481 -1.125
N 2.288 -1.863 0.378
C 2.699 -0.459 0.633
C 1.797 0.633 0.492
C 2.326 1.991 0.725
C 3.694 2.129 1.069
C 4.583 1.034 1.237
C 4.071 -0.272 1.011
C -1.709 -2.633 -2.823
N -2.123 -2.307 -1.581
S -3.730 -2.039 -1.630
N -4.029 -2.267 -3.228
C -2.852 -2.592 -3.777
H -4.680 -6.542 -5.727
H -4.397 -2.196 -6.061
H -3.209 -2.774 -7.252
H -1.022 -3.478 -6.558
H 1.025 -2.685 -6.888
H 1.385 -1.571 -5.489
H 3.510 -3.669 -6.356
H 3.003 -0.892 -7.581
H 2.613 -2.453 -8.482
H 4.333 -2.085 -7.993
H 3.617 -2.075 -4.499
H 0.188 -2.892 -1.082
H 1.262 -3.996 -1.957
H 2.462 -1.983 -3.050
H 1.434 -0.871 -2.029
H 2.763 -2.423 1.086
H 0.770 0.426 0.205
H 1.639 2.873 0.625
H 4.057 3.166 1.209
H 5.647 1.144 1.502
H 4.712 -1.167 1.118
Cl 2.705 4.682 3.610
C 1.800 6.167 3.225
C 0.415 5.870 2.698
Cl 0.457 5.112 1.085
H 2.384 6.743 2.509
H 1.727 6.742 4.148
H -0.149 6.798 2.597
H -0.134 5.210 3.366
Cl 8.501 1.237 2.239
C 8.537 0.637 3.919
C 7.267 -0.088 4.295
Cl 5.870 1.012 4.400
H 8.723 1.485 4.575
H 9.386 -0.041 3.991
H 7.381 -0.548 5.277
H 7.028 -0.872 3.578
Cl -0.715 6.383 5.659
C -0.582 6.798 7.387
C 0.480 7.840 7.639
Cl 2.121 7.211 7.344
H -0.383 5.881 7.939
H -1.555 7.178 7.698
H 0.444 8.159 8.680
H 0.337 8.717 7.009
Cl -3.054 0.439 -0.197
C -3.056 0.823 1.542
C -2.091 1.936 1.841
Cl -0.420 1.385 1.574
H -2.804 -0.084 2.091
H -4.071 1.113 1.815
H -2.179 2.246 2.883
H -2.269 2.809 1.215
Cl 11.833 -0.021 3.526
C 12.319 1.545 2.826
C 13.317 1.383 1.705
Cl 14.900 0.809 2.290
H 12.714 2.164 3.629
H 11.411 2.016 2.447
H 13.488 2.346 1.223
H 12.962 0.683 0.952
Cl 9.381 3.811 5.825
C 8.404 5.251 5.434
C 7.039 4.892 4.895
Cl 7.124 4.144 3.283
H 8.966 5.855 4.725
H 8.298 5.819 6.358
H 6.435 5.795 4.794
H 6.514 4.205 5.558
Cl -8.379 -0.625 -2.444
C -7.339 -2.031 -2.098
C -7.904 -3.311 -2.661
Cl -9.391 -3.816 -1.817
H -7.205 -2.093 -1.018
H -6.370 -1.826 -2.551
H -7.181 -4.118 -2.541
H -8.133 -3.214 -3.721
Cl -13.406 -3.298 3.155
C -12.212 -3.298 1.831
C -11.368 -4.550 1.822
Cl -10.267 -4.631 3.222
H -11.599 -2.404 1.930
H -12.771 -3.228 0.899
H -10.745 -4.567 0.928
H -11.984 -5.447 1.826
Cl -14.141 -5.017 -3.827
C -13.775 -3.280 -3.982
C -12.511 -2.897 -3.250
Cl -12.694 -3.012 -1.482
H -14.634 -2.721 -3.615
H -13.662 -3.074 -5.046
H -12.254 -1.861 -3.474
H -11.672 -3.525 -3.543

---

# C39H57F9O35P2

A 11-piece molecular cluster, C39H57F9O35P2 overall at a distorted geometry (ωB97M-V with the def2-TZVPD basis set, OMol25).

## Properties
Multiplicity: 2
E in eV: -156059.760
Lowest unoccupied orbital energy (spin up / spin down) in eV: -1.7 / -9.3
Total charge: +1
Frontier orbital gap (spin up / spin down) in eV: 10.5 / 2.9
E_HOMO (spin up / spin down) in eV: -12.1841 / -12.1841

Atoms and positions in Å:
C 4.374 2.825 5.716
C 5.646 2.393 5.118
O 5.607 2.701 3.785
C 4.303 2.745 3.436
O 3.828 2.728 2.314
O 3.563 2.714 4.532
F 5.798 1.067 5.199
H 4.304 3.858 6.056
H 4.130 2.219 6.588
H 6.496 2.851 5.624
C 0.573 6.234 0.537
C -0.258 5.532 -0.489
O -1.394 5.106 0.178
C -1.065 5.046 1.489
O -1.904 4.732 2.316
O 0.253 5.524 1.661
F 0.389 4.435 -0.988
H 0.164 7.217 0.770
H 1.632 6.316 0.292
H -0.558 6.189 -1.306
C -2.712 1.050 -6.143
C -2.748 0.861 -4.629
O -3.578 -0.208 -4.462
C -4.182 -0.591 -5.579
O -4.886 -1.613 -5.781
O -3.760 0.240 -6.601
F -3.180 1.970 -4.028
H -1.790 0.700 -6.607
H -2.998 2.088 -6.310
H -1.757 0.709 -4.202
C -1.412 -2.732 -3.628
C -2.621 -3.616 -3.221
O -1.955 -4.653 -2.481
C -0.714 -4.731 -2.937
O 0.029 -5.678 -2.671
O -0.429 -3.738 -3.808
F -3.123 -4.157 -4.302
H -1.119 -2.083 -2.803
H -1.602 -2.246 -4.585
H -3.368 -3.112 -2.607
C 0.237 1.583 0.592
C 1.740 1.655 0.180
O 1.730 1.150 -1.116
C 0.510 1.011 -1.577
O 0.191 0.542 -2.682
O -0.405 1.358 -0.624
F 2.331 0.839 1.059
H -0.029 2.480 1.152
H 0.040 0.654 1.127
H 2.248 2.618 0.217
C 2.179 -0.421 -5.665
C 2.193 -1.852 -5.084
O 3.029 -1.604 -3.941
C 3.669 -0.439 -4.067
O 4.548 -0.058 -3.296
O 3.334 0.140 -5.196
F 2.727 -2.651 -5.967
H 1.228 0.016 -5.359
H 2.203 -0.401 -6.754
H 1.204 -2.182 -4.769
C 4.758 2.779 -1.723
C 4.745 3.520 -3.080
O 4.604 4.843 -2.618
C 3.945 4.819 -1.439
O 3.557 5.823 -0.922
O 3.899 3.605 -0.963
F 3.621 3.166 -3.764
H 5.771 2.677 -1.336
H 4.329 1.790 -1.887
H 5.664 3.350 -3.641
C -2.798 -1.109 5.223
C -2.586 -1.971 4.032
O -2.560 -0.985 3.007
C -2.107 0.161 3.488
O -1.777 1.167 2.869
O -1.988 -0.014 4.811
F -3.525 -2.921 3.922
H -2.442 -1.494 6.179
H -3.850 -0.874 5.381
H -1.581 -2.374 4.153
C 1.346 -0.027 3.839
C 2.323 -0.637 4.741
O 1.805 -1.966 4.780
C 1.151 -2.263 3.685
O 0.786 -3.384 3.398
O 0.840 -1.103 3.005
F 2.224 -0.102 6.041
H 1.917 0.636 3.189
H 0.511 0.471 4.330
H 3.268 -0.432 4.238
C 4.944 -4.003 3.535
C 4.325 -4.625 2.201
O 3.120 -3.922 1.771
P 3.206 -2.980 0.432
O 3.626 -3.675 -0.789
O 1.731 -2.280 0.431
C 0.642 -3.104 0.044
C -0.592 -2.299 0.078
O 4.215 -1.873 0.987
C 4.790 -0.984 0.047
C 5.595 0.005 0.972
H 5.960 -4.341 3.739
H 5.066 -2.925 3.429
H 4.271 -4.140 4.381
H 5.027 -4.687 1.370
H 4.176 -5.691 2.374
H 0.780 -3.525 -0.952
H 0.424 -3.813 0.841
H -0.545 -1.289 -0.329
H -1.381 -2.771 -0.508
H -1.065 -2.142 1.048
H 5.427 -1.406 -0.730
H 4.040 -0.433 -0.522
H 6.478 -0.523 1.331
H 5.788 0.932 0.432
H 5.058 0.414 1.829
C -4.526 2.910 -0.532
C -4.155 1.473 -0.071
O -5.269 0.616 -0.305
P -5.327 -0.999 -0.292
O -4.128 -1.627 -0.882
O -5.504 -1.334 1.275
C -6.729 -1.135 1.872
C -6.556 -1.423 3.361
O -6.802 -1.334 -0.901
C -7.234 -0.857 -2.137
C -6.893 -1.847 -3.212
H -5.202 3.385 0.179
H -3.668 3.582 -0.539
H -4.930 2.896 -1.545
H -3.251 1.155 -0.590
H -3.872 1.437 0.981
H -7.178 -0.168 1.644
H -7.474 -1.823 1.471
H -6.278 -2.461 3.543
H -5.808 -0.766 3.805
H -7.457 -1.079 3.870
H -8.321 -0.775 -2.129
H -6.844 0.117 -2.432
H -5.808 -1.839 -3.312
H -7.231 -2.866 -3.021
H -7.394 -1.634 -4.156

---

# C39H57GeMoNO10PS3SiTe

C39H57GeMoNO10PS3SiTe as an isolated structure at a distorted geometry (ωB97M-V with the def2-TZVPD basis set, OMol25).

## Properties
Multiplicity: 3
E in eV: -178675.270
Lowest unoccupied orbital energy (spin up / spin down) in eV: 1.6 / -0.1
Total charge: -1
Frontier orbital gap (spin up / spin down) in eV: 6.3 / 4.4
E_HOMO (spin up / spin down) in eV: -4.7610 / -4.5112

Atoms and positions in Å:
Mo -16.531 10.501 12.484
O -13.906 5.778 16.155
C -15.186 5.969 16.202
O -16.128 5.354 16.680
C -15.422 7.248 15.398
C -16.663 7.826 15.205
C -16.688 9.185 14.809
N -15.676 9.647 14.057
C -14.465 8.965 14.127
C -14.328 7.713 14.668
C -13.288 9.637 13.661
O -12.444 8.862 13.164
O -13.214 10.975 13.902
H -17.576 7.280 15.303
H -17.352 9.913 15.252
H -13.358 7.206 14.742
C -17.558 14.902 11.944
C -17.475 13.411 12.125
S -15.890 12.703 11.989
C -18.618 12.686 12.388
C -19.932 13.446 12.493
S -18.864 10.981 12.617
H -17.332 15.175 10.911
H -16.862 15.476 12.563
H -18.530 15.213 12.272
H -19.816 14.387 13.079
H -20.673 12.780 13.003
H -20.244 13.760 11.563
Ge -14.190 12.059 15.047
C -13.659 13.789 14.422
C -13.705 14.812 15.354
C -13.099 16.054 15.067
C -12.430 16.296 13.858
C -12.444 15.312 12.897
C -13.052 14.073 13.201
C -13.601 11.407 16.819
C -14.573 11.327 17.782
C -14.355 10.746 19.015
C -13.109 10.225 19.285
C -12.068 10.470 18.390
C -12.248 11.131 17.181
H -15.729 12.096 14.927
H -14.171 14.659 16.312
H -13.266 16.887 15.711
H -12.003 17.276 13.747
H -12.012 15.472 11.927
H -12.884 13.267 12.412
H -15.582 11.717 17.622
H -15.257 10.660 19.677
H -12.913 9.705 20.192
H -11.042 10.217 18.718
H -11.399 11.383 16.534
C -6.749 14.212 11.953
C -7.866 13.284 12.143
O -8.275 12.828 10.823
P -9.718 13.194 10.179
O -10.191 14.616 10.277
Te -11.374 11.540 11.094
O -9.377 12.782 8.661
C -10.419 13.058 7.660
C -10.057 12.356 6.375
H -6.366 14.589 12.921
H -7.107 15.064 11.296
H -5.939 13.689 11.460
H -8.725 13.782 12.576
H -7.770 12.401 12.822
H -10.622 14.179 7.567
H -11.331 12.630 8.046
H -10.807 11.588 6.210
H -9.064 11.916 6.462
H -10.085 12.986 5.483
C -18.302 10.135 8.683
C -18.155 8.652 8.377
C -18.758 8.475 6.960
C -18.870 7.813 9.450
O -16.794 8.202 8.374
Si -15.641 7.983 9.445
S -15.450 9.913 10.542
O -14.196 7.834 8.812
C -13.377 8.248 7.654
C -11.970 8.557 8.201
C -13.369 6.989 6.813
C -14.006 9.540 7.085
O -16.019 6.935 10.542
C -16.204 5.515 10.895
C -17.132 5.339 12.062
C -16.698 4.850 9.637
C -14.840 4.993 11.275
H -19.364 10.368 8.681
H -17.825 10.727 7.870
H -17.887 10.368 9.635
H -19.711 9.018 7.061
H -18.901 7.438 6.671
H -18.313 8.991 6.140
H -19.915 8.135 9.400
H -18.469 8.013 10.441
H -18.801 6.726 9.233
H -11.606 7.664 8.783
H -11.989 9.415 8.864
H -11.272 8.811 7.433
H -14.165 6.323 7.165
H -12.378 6.504 6.867
H -13.454 7.251 5.775
H -13.978 10.329 7.875
H -15.040 9.391 6.808
H -13.458 9.933 6.243
H -18.093 5.800 11.850
H -16.734 5.874 12.973
H -17.308 4.220 12.311
H -17.698 5.187 9.238
H -16.827 3.770 9.820
H -15.928 4.968 8.907
H -14.575 5.487 12.230
H -14.194 5.160 10.482
H -15.009 3.888 11.523